## i
19
Properties=species:S:1:pos:R:3:nbo_charge:R:1 method="wB97M-V/def2-TZVPD" mol_weight_g_mol=74.167 e_lumo_ev=1.112 orbital_gap_ev=12.50 spin_multiplicity=1
C -0.581 -0.337 1.144 -0.6082
C 0.518 -0.672 2.157 -0.3956
C 1.089 -2.065 1.894 -0.6062
H -0.166 0.009 0.201 0.1998
H -1.172 -1.235 0.964 0.2034
H -1.171 0.517 1.455 0.2084
H 0.095 -0.632 3.163 0.1926
H 1.325 0.059 2.150 0.1956
H 2.078 -2.176 2.349 0.2066
H 1.221 -2.169 0.815 0.1993
H 0.463 -2.862 2.292 0.2041
C 0.091 1.969 -2.269 -0.6154
C -1.069 0.961 -2.393 -0.6155
H 1.015 1.401 -2.118 0.2025
H 0.238 2.618 -3.128 0.2071
H 0.045 2.568 -1.367 0.2046
H -1.296 0.886 -3.455 0.2063
H -1.980 1.152 -1.826 0.2072
H -0.744 0.009 -2.028 0.2034



## ii
19
Properties=species:S:1:pos:R:3:nbo_charge:R:1 method="wB97M-V/def2-TZVPD" mol_weight_g_mol=74.167 e_lumo_ev=1.099 orbital_gap_ev=11.91 spin_multiplicity=1
C 0.794 2.161 0.259 -0.6196
C -0.448 1.886 -0.711 -0.4282
C -1.540 1.172 0.175 -0.6116
H 1.610 2.665 -0.339 0.2089
H 1.112 1.335 0.856 0.2059
H 0.501 2.801 1.176 0.1970
H -0.835 2.917 -0.852 0.2222
H -0.112 1.084 -1.459 0.2223
H -2.317 0.591 -0.495 0.2007
H -1.145 0.164 0.658 0.1999
H -2.035 1.824 0.798 0.2023
C 0.589 -2.640 0.694 -0.6254
C 0.464 -2.003 -0.699 -0.6246
H 1.131 -1.891 1.424 0.2029
H -0.292 -2.872 1.415 0.2137
H 1.112 -3.539 0.580 0.2068
H 1.553 -1.790 -1.156 0.2127
H 0.115 -2.675 -1.563 0.2066
H -0.258 -1.189 -0.760 0.2076



Which of them is the least stable? Correct choice: ii.



## i
19
Properties=species:S:1:pos:R:3:nbo_charge:R:1 method="wB97M-V/def2-TZVPD" mol_weight_g_mol=74.167 e_lumo_ev=1.135 orbital_gap_ev=11.63 spin_multiplicity=1
C 0.911 0.088 2.182 -0.6202
C -0.465 0.223 1.591 -0.4153
C -1.038 -0.968 0.856 -0.5846
H 1.475 0.944 2.425 0.2187
H 1.601 -0.633 1.622 0.2023
H 0.956 -0.569 3.136 0.2063
H -1.195 0.408 2.541 0.1920
H -0.673 1.123 1.023 0.2079
H -1.982 -1.413 1.079 0.2140
H -1.115 -0.696 -0.057 0.1905
H -0.241 -1.852 1.004 0.1880
C -0.474 0.339 -2.442 -0.6122
C 0.939 0.445 -1.882 -0.6231
H -0.334 0.133 -3.598 0.2012
H -1.140 -0.395 -2.030 0.2024
H -0.958 1.348 -2.352 0.2032
H 0.870 0.145 -0.802 0.2048
H 1.146 1.553 -1.876 0.2114
H 1.716 -0.224 -2.420 0.2127



## ii
19
Properties=species:S:1:pos:R:3:nbo_charge:R:1 method="wB97M-V/def2-TZVPD" mol_weight_g_mol=74.167 e_lumo_ev=1.097 orbital_gap_ev=12.49 spin_multiplicity=1
C 1.976 1.433 1.312 -0.6155
C 0.787 0.469 1.194 -0.3999
C -0.335 0.909 2.159 -0.5965
H 1.869 2.183 0.527 0.2051
H 2.976 0.998 1.252 0.2101
H 1.989 1.953 2.272 0.2003
H 0.366 0.581 0.197 0.1980
H 1.041 -0.565 1.416 0.1973
H 0.005 0.791 3.190 0.1973
H -0.575 1.956 1.977 0.1994
H -1.220 0.288 2.035 0.2041
C -0.554 -0.885 -2.257 -0.6116
C -1.727 -1.827 -2.146 -0.6116
H 0.267 -1.088 -1.568 0.2083
H -0.003 -0.928 -3.202 0.2033
H -0.857 0.156 -2.120 0.1991
H -2.570 -1.702 -2.812 0.2090
H -1.335 -2.840 -2.305 0.2006
H -2.100 -1.882 -1.122 0.2032



Which of them is the least stable? Correct choice: i.



## i
19
Properties=species:S:1:pos:R:3:nbo_charge:R:1 method="wB97M-V/def2-TZVPD" mol_weight_g_mol=74.167 e_lumo_ev=1.092 orbital_gap_ev=12.51 spin_multiplicity=1
C 0.494 2.608 -0.439 -0.6039
C -0.385 1.456 -0.909 -0.3943
C 0.171 0.717 -2.122 -0.6033
H 1.443 2.234 -0.050 0.1994
H 0.014 3.166 0.366 0.2080
H 0.702 3.295 -1.260 0.2001
H -0.520 0.743 -0.093 0.1955
H -1.379 1.835 -1.161 0.1920
H 0.260 1.392 -2.976 0.1994
H 1.162 0.309 -1.915 0.1991
H -0.482 -0.104 -2.417 0.2074
C -0.505 -1.524 1.771 -0.6036
C 0.132 -2.884 1.473 -0.6035
H -0.718 -1.430 2.836 0.2028
H 0.169 -0.720 1.477 0.1990
H -1.439 -1.399 1.220 0.2018
H 1.141 -2.937 1.882 0.2013
H -0.458 -3.687 1.915 0.2012
H 0.197 -3.071 0.401 0.2015



## ii
19
Properties=species:S:1:pos:R:3:nbo_charge:R:1 method="wB97M-V/def2-TZVPD" mol_weight_g_mol=74.167 e_lumo_ev=1.099 orbital_gap_ev=11.76 spin_multiplicity=1
C -2.109 0.536 -1.519 -0.6312
C -2.081 0.823 0.044 -0.4000
C -1.551 -0.239 0.998 -0.6326
H -1.309 -0.115 -1.986 0.2113
H -1.937 1.416 -2.061 0.2088
H -3.113 0.449 -1.863 0.2132
H -1.588 1.720 0.202 0.1980
H -3.155 1.155 0.323 0.1953
H -1.321 -1.124 0.470 0.2147
H -0.609 -0.149 1.503 0.2087
H -2.181 -0.250 1.943 0.2143
C 1.847 -0.488 0.189 -0.6036
C 3.357 -0.690 0.273 -0.6107
H 1.458 -1.092 -0.611 0.2019
H 1.370 -0.595 1.100 0.2017
H 1.609 0.621 -0.058 0.1982
H 3.701 -1.733 0.472 0.2087
H 3.684 -0.009 1.182 0.1952
H 3.927 -0.236 -0.599 0.2080



## iii
19
Properties=species:S:1:pos:R:3:nbo_charge:R:1 method="wB97M-V/def2-TZVPD" mol_weight_g_mol=74.167 e_lumo_ev=1.015 orbital_gap_ev=11.90 spin_multiplicity=1
C -0.228 -1.506 -2.101 -0.6105
C -0.017 -1.719 -0.617 -0.4152
C 1.305 -2.456 -0.385 -0.6358
H -0.594 -2.347 -2.681 0.2090
H 0.743 -1.216 -2.664 0.2033
H -1.059 -0.682 -2.201 0.2035
H -0.072 -0.773 0.001 0.2064
H -1.009 -2.201 -0.167 0.2041
H 1.367 -3.551 -0.409 0.2154
H 2.192 -2.036 -0.937 0.2070
H 1.738 -2.153 0.528 0.2124
C -0.361 3.289 1.030 -0.5775
C -0.770 1.914 1.879 -0.6122
H -1.315 3.873 0.846 0.2014
H 0.311 3.807 1.766 0.1988
H 0.167 3.143 0.243 0.1834
H -0.657 2.021 2.914 0.2055
H -0.016 1.157 1.406 0.1953
H -1.724 1.438 1.549 0.2056



Which of them is the least stable? Correct choice: iii.



## i
19
Properties=species:S:1:pos:R:3:nbo_charge:R:1 method="wB97M-V/def2-TZVPD" mol_weight_g_mol=74.167 e_lumo_ev=1.126 orbital_gap_ev=12.14 spin_multiplicity=1
C 1.045 1.941 1.376 -0.6154
C 1.324 2.047 -0.088 -0.4068
C 0.482 1.308 -1.135 -0.6015
H 1.529 2.728 1.960 0.2121
H -0.008 2.090 1.628 0.2063
H 1.409 1.037 1.869 0.2047
H 2.362 1.864 -0.386 0.2001
H 1.342 3.119 -0.361 0.1921
H 1.012 1.355 -2.086 0.2081
H -0.544 1.630 -1.290 0.2053
H 0.520 0.251 -0.844 0.1947
C -0.687 -2.834 0.149 -0.6015
C -2.055 -2.230 -0.295 -0.6051
H -0.722 -3.051 1.212 0.2013
H -0.467 -3.723 -0.439 0.2012
H 0.064 -2.080 -0.085 0.1977
H -2.719 -3.037 -0.602 0.2006
H -1.799 -1.621 -1.153 0.2025
H -2.478 -1.672 0.535 0.2035



## ii
19
Properties=species:S:1:pos:R:3:nbo_charge:R:1 method="wB97M-V/def2-TZVPD" mol_weight_g_mol=74.167 e_lumo_ev=1.140 orbital_gap_ev=11.28 spin_multiplicity=1
C -0.633 0.267 -2.099 -0.6141
C -0.929 1.049 -0.768 -0.3775
C -1.971 0.272 0.131 -0.6236
H -1.377 0.456 -2.839 0.2045
H -0.579 -0.837 -1.930 0.2041
H 0.315 0.632 -2.433 0.2061
H 0.068 1.041 -0.258 0.1854
H -1.294 2.079 -0.875 0.2004
H -2.925 0.479 -0.345 0.2128
H -1.731 -0.803 0.082 0.2016
H -1.796 0.590 1.168 0.2096
C 1.205 -0.734 0.693 -0.6156
C 2.029 -0.713 1.844 -0.6258
H 0.443 0.188 0.644 0.2046
H 1.859 -0.586 -0.220 0.2028
H 0.627 -1.677 0.577 0.2051
H 1.785 -1.291 2.719 0.2159
H 1.810 0.321 2.354 0.1925
H 3.094 -0.732 1.554 0.2112



Which of them is the least stable? Correct choice: ii.



## i
19
Properties=species:S:1:pos:R:3:nbo_charge:R:1 method="wB97M-V/def2-TZVPD" mol_weight_g_mol=74.167 e_lumo_ev=1.176 orbital_gap_ev=12.50 spin_multiplicity=1
C -2.047 2.395 0.241 -0.6083
C -1.460 1.082 -0.297 -0.3979
C -1.235 0.033 0.793 -0.6078
H -3.130 2.320 0.251 0.2043
H -1.739 3.246 -0.365 0.2100
H -1.720 2.566 1.263 0.2011
H -2.133 0.672 -1.058 0.1962
H -0.515 1.204 -0.821 0.1927
H -0.584 -0.764 0.441 0.2093
H -0.714 0.419 1.681 0.1975
H -2.182 -0.328 1.216 0.2029
C 2.199 -1.693 0.309 -0.6314
C 2.133 -1.436 -1.197 -0.6189
H 3.199 -1.852 0.734 0.2104
H 1.589 -1.070 0.951 0.2102
H 1.889 -2.717 0.566 0.2052
H 1.426 -0.638 -1.397 0.2080
H 1.929 -2.355 -1.733 0.2098
H 3.094 -1.084 -1.576 0.2065



## ii
19
Properties=species:S:1:pos:R:3:nbo_charge:R:1 method="wB97M-V/def2-TZVPD" mol_weight_g_mol=74.167 e_lumo_ev=1.126 orbital_gap_ev=12.49 spin_multiplicity=1
C -0.571 -1.611 1.538 -0.6038
C 0.050 -0.233 1.793 -0.3999
C -0.938 0.900 1.559 -0.6088
H -0.030 -2.387 2.069 0.2073
H -0.540 -1.835 0.473 0.1989
H -1.612 -1.663 1.864 0.2006
H 0.442 -0.219 2.817 0.1941
H 0.921 -0.119 1.154 0.2003
H -1.514 0.708 0.642 0.1981
H -1.686 0.983 2.343 0.2056
H -0.446 1.854 1.396 0.2082
C 1.119 0.249 -1.710 -0.6048
C 0.363 0.658 -2.997 -0.6068
H 0.602 -0.625 -1.313 0.1988
H 2.164 0.038 -1.934 0.2047
H 0.999 1.061 -0.985 0.2010
H 0.866 1.486 -3.481 0.2047
H -0.672 0.903 -2.745 0.1993
H 0.164 -0.215 -3.609 0.2024



## iii
19
Properties=species:S:1:pos:R:3:nbo_charge:R:1 method="wB97M-V/def2-TZVPD" mol_weight_g_mol=74.167 e_lumo_ev=1.054 orbital_gap_ev=12.01 spin_multiplicity=1
C 1.722 -0.393 -0.533 -0.6167
C 1.515 -1.936 -0.320 -0.4097
C 0.504 -2.405 -1.328 -0.6025
H 1.969 -0.105 -1.595 0.2004
H 2.685 -0.168 -0.147 0.2092
H 0.785 0.236 -0.179 0.2104
H 2.518 -2.471 -0.435 0.2027
H 1.080 -2.051 0.651 0.1995
H 1.157 -2.853 -2.243 0.1931
H -0.138 -3.276 -0.962 0.2042
H -0.136 -1.719 -1.792 0.2081
C -2.270 2.336 0.509 -0.6143
C -1.133 1.879 1.544 -0.6174
H -2.881 2.965 1.113 0.2070
H -1.816 2.837 -0.409 0.2150
H -3.012 1.618 0.337 0.2065
H -0.210 1.541 1.326 0.2029
H -1.373 1.223 2.285 0.2041
H -0.965 2.742 2.178 0.1973



Which of them is the least stable? Correct choice: iii.